Record 1
207
Properties=species:S:1:pos:R:3:forces:R:3 method="wB97M-V/def2-TZVPD" homo_energy_ev=-8.7 total_charge=0 lumo_ev=0.22
O -1.649 -5.608 -5.432 -0.9 0.1 -0.4
S -2.891 -4.992 -4.990 -1.0 1.7 -0.9
O -3.967 -4.486 -5.849 1.4 -0.7 -0.1
C -3.673 -5.999 -3.780 0.5 0.1 0.7
C -3.955 -5.060 -2.629 1.7 1.1 -0.6
C -2.641 -4.214 -2.526 -0.6 0.0 0.4
C -2.414 -3.621 -3.920 -0.8 0.3 0.8
H -2.867 -6.654 -3.523 0.4 -0.6 0.7
H -4.466 -6.606 -4.138 -0.8 -0.1 -0.7
H -4.750 -4.328 -2.760 -0.3 -0.3 -0.4
H -4.096 -5.555 -1.718 -0.4 -1.0 1.3
H -1.751 -4.775 -2.206 -0.5 -0.3 -0.1
H -2.833 -3.481 -1.750 0.3 0.5 -0.1
H -1.371 -3.474 -4.099 0.6 0.4 -0.3
H -3.027 -2.689 -4.080 0.6 -1.1 -0.2
O -3.101 -8.027 -0.716 0.7 -0.1 0.3
S -1.660 -8.032 -0.531 -2.4 -3.7 0.8
O -0.894 -7.176 -1.315 2.1 2.7 -1.8
C -1.263 -7.934 1.215 1.5 1.2 -0.2
C -0.485 -9.212 1.564 -0.2 1.0 -1.5
C -0.991 -10.344 0.698 1.6 0.2 -1.5
C -0.915 -9.730 -0.757 -0.7 -0.3 1.6
H -2.152 -7.792 1.784 -0.9 -0.1 0.3
H -0.639 -7.003 1.348 -0.6 -0.9 -0.2
H 0.547 -9.023 1.329 0.6 0.0 -0.1
H -0.553 -9.354 2.588 -0.2 -0.6 2.0
H -1.979 -10.631 0.978 -0.8 -0.3 0.0
H -0.294 -11.211 0.733 -0.6 0.4 0.1
H -1.308 -10.417 -1.511 -0.4 0.7 0.0
H 0.120 -9.512 -0.992 0.2 0.0 0.0
O 5.442 1.813 -0.759 -0.6 -0.7 0.8
S 6.431 2.781 -1.095 1.8 -0.5 -0.9
O 6.081 3.784 -2.044 -0.4 1.1 -0.7
C 7.277 3.513 0.292 -0.8 0.0 -0.3
C 8.683 2.908 0.286 0.3 0.4 1.4
C 9.095 2.746 -1.169 0.4 0.4 0.2
C 7.931 1.986 -1.713 0.0 -2.0 0.0
H 6.594 3.253 1.077 0.2 -0.1 1.1
H 7.252 4.602 0.153 0.2 -0.3 0.0
H 9.285 3.707 0.735 0.3 -0.8 0.5
H 8.707 1.920 0.849 0.2 1.3 -0.6
H 10.105 2.255 -1.304 -1.3 0.5 0.1
H 9.081 3.745 -1.643 0.4 -0.3 0.2
H 8.009 0.904 -1.366 -0.5 1.2 -0.6
H 7.865 2.084 -2.771 -0.2 -0.4 -0.9
C 2.487 2.232 -2.619 1.2 0.7 0.2
O 2.081 2.960 -1.439 0.6 -2.2 -0.8
C 2.556 4.263 -1.478 -0.3 0.8 0.4
C 2.569 4.848 -0.065 0.8 1.3 -1.4
O 1.282 4.691 0.411 -0.2 0.3 1.4
C 1.129 5.177 1.755 -0.1 0.5 -1.3
C -0.363 5.270 2.025 0.3 0.1 -0.2
O -0.901 6.439 1.417 -1.1 -0.2 0.7
C -2.317 6.601 1.701 0.5 -0.8 -1.8
H 1.989 2.586 -3.547 0.1 -0.1 0.6
H 2.339 1.161 -2.483 -0.3 0.1 0.2
H 3.600 2.362 -2.736 -1.0 -0.1 -0.1
H 1.783 4.803 -1.998 -0.1 0.9 -0.6
H 3.507 4.331 -2.015 0.1 0.1 0.3
H 2.830 5.969 -0.147 -0.2 -1.4 0.1
H 3.317 4.377 0.570 0.2 -0.3 0.2
H 1.637 6.172 1.848 -0.7 -0.4 -0.1
H 1.654 4.540 2.464 -0.2 -0.5 0.1
H -0.425 5.270 3.099 -0.5 0.4 0.8
H -0.942 4.393 1.682 0.5 0.0 -0.1
H -2.562 6.809 2.713 0.2 0.0 1.2
H -2.957 5.758 1.335 0.8 0.1 0.4
H -2.650 7.429 1.102 0.1 0.6 -0.2
C -4.475 -4.155 6.083 -1.4 -0.2 0.4
O -4.810 -3.975 4.754 -0.4 -0.1 -1.8
C -5.800 -3.017 4.256 2.0 -0.2 1.2
C -6.102 -3.354 2.795 -0.4 1.5 0.3
O -5.064 -2.834 1.960 -0.2 -0.5 0.4
C -3.872 -3.655 1.951 -0.7 0.5 -0.2
C -2.654 -2.763 1.797 0.9 -0.6 0.7
O -2.194 -2.435 3.103 -0.8 -0.7 0.5
C -1.051 -1.671 3.251 0.3 2.0 -1.7
H -3.824 -5.012 6.115 0.2 -0.4 0.1
H -5.387 -4.363 6.668 0.2 -0.1 0.1
H -3.962 -3.348 6.561 0.4 1.0 0.1
H -5.260 -2.019 4.306 -1.1 -0.8 -0.2
H -6.677 -3.057 4.921 0.0 0.2 -0.3
H -7.030 -2.776 2.564 0.7 -0.4 -0.1
H -6.330 -4.413 2.608 0.3 0.1 0.2
H -3.962 -4.269 1.052 0.2 -0.4 0.1
H -3.847 -4.258 2.887 0.4 0.4 -0.9
H -2.839 -1.858 1.245 -0.5 0.5 -0.4
H -1.888 -3.304 1.206 0.0 0.1 0.4
H -1.187 -0.558 3.019 -0.2 -1.2 0.1
H -0.234 -1.990 2.622 0.2 -0.2 -0.6
H -0.652 -1.715 4.230 -0.1 -0.3 1.3
C 2.200 5.932 -5.032 0.7 0.8 0.1
O 1.877 5.561 -6.359 1.5 -1.4 1.9
C 0.903 6.337 -6.909 -0.3 -0.3 -2.7
C -0.478 5.888 -6.575 -2.1 0.2 -0.5
O -0.754 6.101 -5.216 0.9 0.2 0.3
C -1.856 5.392 -4.724 -0.1 0.0 -0.3
C -1.814 5.366 -3.210 0.3 0.5 -0.9
O -1.237 4.161 -2.795 0.9 0.5 -0.6
C -0.999 4.136 -1.419 0.5 -0.4 0.6
H 2.235 7.006 -4.964 -0.5 0.8 0.1
H 3.212 5.711 -4.755 0.8 -0.9 -0.5
H 1.597 5.566 -4.222 -0.9 -0.4 0.0
H 1.095 6.199 -8.007 -0.7 0.3 0.6
H 1.110 7.352 -6.701 -0.2 1.5 0.4
H -0.575 4.830 -6.832 0.2 -0.3 0.2
H -1.324 6.374 -7.174 1.3 -0.1 0.3
H -1.826 4.374 -5.106 -0.1 -0.4 0.0
H -2.775 5.849 -5.106 -0.2 0.1 0.1
H -2.844 5.399 -2.878 -0.3 0.4 0.6
H -1.207 6.258 -2.900 -0.7 -0.6 0.1
H -0.247 3.376 -1.221 -0.3 -0.2 0.0
H -1.939 3.895 -0.961 -0.5 -0.3 0.8
H -0.582 5.027 -0.927 -0.3 0.3 -0.7
C 1.574 -5.806 -4.537 1.4 -0.2 -2.0
O 2.550 -4.928 -4.077 1.0 1.0 0.6
C 1.953 -3.653 -3.989 0.0 -0.3 0.2
C 2.934 -2.526 -3.740 0.7 -0.5 0.5
O 3.585 -2.418 -2.456 -0.3 -0.3 -0.6
C 4.923 -2.929 -2.366 -0.5 0.1 0.2
C 5.676 -2.071 -1.356 -0.8 0.7 -0.7
O 5.329 -2.384 -0.048 -0.2 0.4 1.7
C 5.927 -1.487 0.926 -0.2 -1.2 0.5
H 1.289 -5.438 -5.551 -0.6 -0.5 0.6
H 0.810 -5.817 -3.825 -1.8 -0.4 0.7
H 2.034 -6.786 -4.662 -0.1 -0.1 0.2
H 1.100 -3.695 -3.272 0.5 0.3 0.0
H 1.496 -3.442 -4.966 -0.1 0.2 -0.1
H 2.336 -1.644 -3.905 0.0 0.7 0.2
H 3.731 -2.556 -4.487 -0.2 0.0 -0.3
H 5.473 -2.857 -3.324 -0.4 0.0 0.2
H 4.899 -3.989 -2.059 0.1 0.3 -0.1
H 5.388 -1.001 -1.547 0.6 -0.7 -0.1
H 6.733 -2.254 -1.499 0.7 0.2 -0.2
H 5.521 -1.764 1.954 0.1 0.5 -1.5
H 5.750 -0.412 0.686 0.1 -0.8 0.1
H 7.007 -1.740 0.991 -0.3 0.5 -0.2
C 2.276 1.940 4.872 -0.9 0.2 0.8
O 1.042 2.655 4.681 0.5 0.6 0.0
C -0.123 1.839 4.784 0.8 -0.4 0.1
C -1.390 2.585 4.441 -0.1 0.6 0.0
O -1.794 3.401 5.543 -0.2 0.4 -0.9
C -2.922 4.174 5.106 0.8 0.5 -0.3
C -3.236 5.284 6.093 -0.7 -2.6 0.9
O -2.452 6.376 5.921 1.1 1.3 -0.8
C -2.393 7.372 6.915 1.0 0.9 -1.0
H 2.459 1.815 5.971 -0.2 -0.4 -0.8
H 3.135 2.517 4.523 -0.4 0.2 -0.3
H 2.208 0.993 4.320 0.3 0.0 0.3
H -0.225 1.428 5.819 0.1 0.1 -0.6
H 0.065 1.031 4.065 -0.6 -0.3 0.2
H -2.204 1.875 4.177 0.4 0.1 0.2
H -1.295 3.281 3.579 0.4 -0.7 0.2
H -3.730 3.464 4.997 -0.7 0.0 0.1
H -2.778 4.652 4.106 0.3 -0.4 0.4
H -3.061 4.758 7.057 -0.4 0.7 0.1
H -4.292 5.499 5.940 -0.4 0.3 0.4
H -1.697 7.124 7.688 0.1 -0.8 1.0
H -3.350 7.699 7.327 -0.1 -0.1 -0.2
H -1.828 8.218 6.446 -1.0 -0.4 0.1
C 0.597 1.704 1.081 0.6 0.3 0.2
O 0.670 0.307 1.299 0.2 0.2 -0.8
C 1.927 -0.088 0.757 -0.6 0.1 -0.1
C 2.079 -1.553 0.797 0.5 -0.9 0.0
O 2.113 -2.046 2.143 -0.1 0.5 -0.4
C 2.492 -3.401 2.208 -0.1 0.7 0.0
C 1.414 -4.417 1.888 0.3 0.0 0.3
O 0.904 -4.484 0.552 0.1 0.1 2.3
C 1.769 -5.107 -0.322 0.3 -0.4 -1.7
H 1.384 2.200 1.668 -0.3 0.1 0.2
H -0.378 2.095 1.357 -0.1 -0.1 0.1
H 0.844 1.949 0.048 -0.4 0.1 0.0
H 2.672 0.348 1.356 1.4 0.8 1.0
H 2.118 0.328 -0.256 -0.4 -0.4 0.3
H 3.041 -1.828 0.332 -0.4 0.1 -0.2
H 1.246 -1.995 0.268 -0.2 -0.4 -0.3
H 2.795 -3.516 3.253 -0.1 -0.4 0.0
H 3.365 -3.589 1.586 0.3 0.0 -0.2
H 0.563 -4.250 2.520 -0.5 0.2 0.3
H 1.914 -5.336 2.255 -0.5 -0.4 -0.6
H 2.352 -5.946 0.106 -0.8 -0.2 0.0
H 2.552 -4.435 -0.661 0.1 0.4 -0.4
H 1.100 -5.379 -1.174 1.0 -0.3 0.4
F -2.209 0.918 -5.027 0.5 -0.2 0.2
C -1.913 0.602 -3.740 -0.6 0.8 1.1
C -3.001 0.231 -2.944 0.8 0.0 -0.6
C -2.804 -0.030 -1.592 1.0 0.2 0.7
C -1.487 0.142 -1.056 -1.4 0.2 0.4
C -0.453 0.591 -1.875 -2.5 -1.0 -0.2
C -0.654 0.848 -3.203 -2.3 -0.9 -0.9
H -3.925 0.234 -3.497 -0.5 -0.3 0.4
H -3.626 -0.319 -0.904 0.6 0.3 -0.7
H -1.339 0.063 0.044 0.1 -0.3 -1.1
H 0.509 0.608 -1.561 2.6 0.4 1.4
H 0.066 1.189 -3.865 1.6 0.6 -0.9
F -6.767 0.412 2.693 1.3 0.7 -0.8
C -5.874 1.256 2.034 -0.6 -0.1 0.5
C -6.361 2.505 1.683 -2.3 -0.6 -0.3
C -5.631 3.434 1.005 0.4 0.1 0.6
C -4.310 3.161 0.754 1.5 0.1 -0.5
C -3.819 1.915 1.051 0.6 -1.6 1.6
C -4.573 0.912 1.754 0.0 1.0 -0.8
H -7.443 2.678 1.756 0.5 -0.1 0.5
H -6.073 4.373 0.793 -0.3 0.7 -0.4
H -3.559 3.865 0.357 -0.9 -0.2 0.0
H -2.747 1.736 0.905 -0.5 -0.1 -0.2
H -4.209 -0.069 2.013 0.3 -0.1 0.0

***

Record 2
216
Properties=species:S:1:pos:R:3:forces:R:3 method="wB97M-V/def2-TZVPD" homo_energy_ev=-9.4 total_charge=+1 lumo_ev=-1.11
C 1.353 -6.442 1.061 0.7 0.1 -0.2
C 0.051 -5.730 1.229 -0.8 2.1 1.4
C -1.090 -6.060 0.327 0.9 -2.5 -0.8
N -2.092 -5.054 0.100 -0.1 2.0 -1.6
C -2.568 -4.422 1.382 1.6 1.4 -0.1
C -3.245 -5.387 2.266 -0.5 -1.6 1.2
C -4.500 -5.981 1.565 0.2 -0.2 0.2
C -4.103 -6.547 0.214 0.1 -0.6 -1.8
C -3.296 -5.588 -0.646 -0.6 1.7 -1.3
C -1.476 -3.969 -0.833 -0.9 0.0 1.5
H 1.244 -7.412 0.601 0.1 -0.4 -0.1
H 1.923 -6.534 1.995 -0.4 -0.1 -0.2
H 1.943 -5.784 0.416 0.3 -0.5 -0.2
H 0.297 -4.668 1.107 -0.2 0.0 0.1
H -0.382 -5.769 2.221 0.4 -0.2 0.6
H -1.628 -6.930 0.717 0.4 -0.1 -0.2
H -0.644 -6.320 -0.637 -0.5 -0.1 -0.3
H -1.686 -3.873 1.893 -1.4 -0.7 -0.8
H -3.317 -3.687 1.074 0.3 0.2 -0.1
H -2.586 -6.194 2.680 -0.4 0.6 -0.5
H -3.501 -4.788 3.139 -0.3 -0.1 0.2
H -5.018 -6.795 2.092 0.4 0.4 0.3
H -5.213 -5.164 1.477 -0.2 0.0 -0.3
H -3.459 -7.436 0.299 -0.3 0.1 0.5
H -4.924 -6.931 -0.447 0.3 0.6 0.9
H -3.032 -5.936 -1.682 0.4 -0.4 1.3
H -3.813 -4.633 -0.974 0.0 -0.9 0.9
H -1.867 -3.006 -0.462 -0.2 -0.5 -0.8
H -1.678 -4.232 -1.868 -0.1 0.3 0.1
H -0.432 -3.951 -0.632 0.9 -0.1 0.0
C 5.490 2.235 -1.578 0.0 0.8 -0.2
C 5.758 1.924 -3.046 -1.6 1.6 -0.6
C 4.969 0.723 -3.529 1.8 -0.1 0.5
N 4.975 0.491 -4.999 0.9 -1.5 0.6
C 6.395 0.420 -5.479 -0.3 -1.3 -1.2
C 6.494 -0.108 -6.920 0.7 1.4 -0.2
C 5.931 -1.502 -6.967 0.5 -1.5 -1.0
C 4.512 -1.520 -6.486 -0.5 -0.5 -0.5
C 4.343 -0.925 -5.154 -0.7 1.7 0.4
C 4.194 1.525 -5.663 -0.5 -0.4 -0.5
H 4.468 2.585 -1.395 0.0 -0.5 -0.1
H 6.112 3.060 -1.202 0.1 -0.3 -0.3
H 5.718 1.359 -1.008 -0.1 -0.5 0.7
H 6.786 1.721 -3.201 1.1 0.1 -0.1
H 5.460 2.826 -3.634 0.4 -0.5 0.3
H 3.950 0.751 -3.260 -1.3 -0.2 0.6
H 5.530 -0.118 -3.096 -0.7 -0.2 0.0
H 6.773 -0.458 -4.961 0.5 0.4 0.8
H 7.015 1.308 -5.336 -0.6 0.0 0.3
H 7.561 -0.057 -7.116 0.4 -0.6 0.0
H 6.171 0.596 -7.716 -0.7 -0.5 0.6
H 6.543 -2.209 -6.322 -0.4 0.8 -0.8
H 5.895 -1.897 -8.011 0.5 0.2 0.7
H 4.145 -2.528 -6.290 0.1 -0.3 -0.5
H 3.853 -1.117 -7.258 -0.1 0.2 0.2
H 4.769 -1.558 -4.398 0.5 -0.1 0.4
H 3.286 -0.781 -4.930 -0.1 0.0 0.1
H 3.955 1.207 -6.684 0.3 0.3 0.2
H 4.832 2.378 -5.612 0.0 1.0 -0.4
H 3.267 1.603 -5.101 -0.1 0.3 -0.1
C 4.111 -2.394 3.297 -0.6 0.9 -1.2
C 3.213 -1.181 2.965 0.7 0.4 -0.7
C 2.438 -0.801 4.223 -0.3 0.0 -0.8
N 2.361 0.680 4.444 -1.4 -0.7 -0.6
C 1.305 0.892 5.485 -0.8 0.1 -0.8
C 1.122 2.315 5.871 -0.2 2.5 -1.5
C 2.377 2.980 6.362 0.7 0.2 0.6
C 3.449 2.760 5.337 0.2 -1.7 -1.4
C 3.569 1.239 5.015 2.0 0.1 0.2
C 2.019 1.350 3.149 -0.7 -0.5 0.7
H 4.803 -2.113 4.043 0.8 0.2 1.0
H 4.682 -2.777 2.469 0.2 0.1 -0.6
H 3.523 -3.211 3.621 -0.7 -0.8 0.6
H 2.502 -1.408 2.144 0.4 0.1 0.4
H 3.848 -0.293 2.625 -0.7 -1.4 0.4
H 2.989 -1.135 5.062 0.3 -0.7 1.1
H 1.412 -1.231 4.195 0.6 0.5 0.1
H 1.562 0.246 6.272 1.0 -0.5 1.6
H 0.400 0.418 5.182 -0.8 0.1 -1.0
H 0.312 2.466 6.532 -0.9 -0.4 1.2
H 0.807 3.012 5.036 0.2 -1.3 0.2
H 2.717 2.509 7.291 0.0 0.1 0.1
H 2.293 4.059 6.538 -0.4 -0.2 0.1
H 4.424 2.926 5.691 1.3 0.8 0.8
H 3.362 3.328 4.390 -0.4 -0.2 0.6
H 3.833 0.613 5.932 -0.4 1.0 -1.0
H 4.376 1.093 4.264 -0.3 0.0 0.5
H 1.642 2.305 3.440 -0.1 0.6 -0.6
H 1.251 0.743 2.699 -0.2 0.0 0.0
H 2.847 1.400 2.472 0.6 0.3 0.0
C -3.229 2.386 4.379 -1.5 -0.9 0.2
C -2.145 3.410 4.141 0.2 1.8 0.2
C -2.720 4.842 4.426 -0.1 -0.8 1.6
N -1.907 6.108 4.178 -3.0 -1.2 -0.7
C -2.954 7.193 4.258 -0.8 -0.4 -0.4
C -2.325 8.516 3.923 -0.7 1.6 1.4
C -1.657 8.529 2.589 2.1 0.6 -0.5
C -0.638 7.365 2.563 -0.6 0.0 -2.3
C -1.420 6.099 2.791 0.7 -0.2 -0.3
C -0.899 6.203 5.180 -0.7 -0.9 2.6
H -3.925 2.140 3.538 0.7 1.0 0.3
H -3.869 2.674 5.240 0.3 -0.2 -0.4
H -2.828 1.396 4.600 0.4 0.1 0.2
H -1.875 3.429 3.080 0.4 -0.4 0.4
H -1.315 3.243 4.851 -0.1 -0.2 -0.8
H -2.955 4.990 5.511 -0.2 -0.6 -0.8
H -3.600 4.921 3.822 -0.5 0.1 -0.2
H -3.751 6.854 3.543 0.8 0.6 0.4
H -3.413 7.144 5.251 0.3 0.2 0.0
H -3.051 9.349 4.088 0.3 -0.7 -0.4
H -1.568 8.744 4.707 -0.2 -0.2 -0.4
H -2.259 8.517 1.701 -1.0 -0.6 -0.2
H -1.103 9.462 2.396 0.0 -0.1 0.6
H -0.262 7.249 1.502 0.2 0.4 1.3
H 0.136 7.517 3.309 0.4 0.0 -0.5
H -2.272 6.077 2.099 0.0 -0.2 0.5
H -0.894 5.157 2.706 0.6 0.1 -0.3
H -0.478 5.236 5.364 0.9 -0.4 -0.6
H -1.344 6.419 6.162 -0.5 0.1 -0.3
H -0.243 6.986 5.045 1.7 1.1 -0.6
C -7.231 0.973 -1.479 1.3 0.2 -1.1
C -6.879 0.154 -0.286 0.5 -2.6 -0.5
C -7.428 -1.267 -0.549 0.2 0.5 0.0
O -7.232 -2.012 0.641 -0.3 0.5 -0.7
C -7.678 -3.324 0.428 1.7 -0.3 0.8
N -5.419 -0.125 -0.013 0.8 2.3 0.3
H -4.820 0.740 0.201 -1.3 -1.1 -0.7
H -5.324 -0.652 0.859 -0.5 -0.1 -0.3
H -4.789 -1.113 -1.007 0.5 -0.7 -0.2
H -6.386 1.636 -1.612 0.0 0.7 -0.4
H -8.134 1.562 -1.352 -0.1 -0.1 0.0
H -7.282 0.351 -2.392 -0.2 0.3 0.3
H -7.328 0.610 0.541 -0.7 0.4 1.6
H -6.816 -1.695 -1.414 -0.8 0.3 1.0
H -8.507 -1.258 -0.868 0.8 0.1 0.4
H -7.003 -3.800 -0.294 -0.4 -0.1 -0.3
H -8.699 -3.311 0.132 -0.9 -0.4 -0.3
H -7.510 -3.840 1.370 -0.4 -0.2 0.1
C 2.440 -5.983 -5.103 -0.9 0.5 -0.8
C 2.285 -4.949 -3.999 1.9 -1.8 0.5
C 1.132 -4.044 -4.070 -1.4 0.1 -0.6
O -0.127 -4.798 -3.898 0.2 1.4 -2.0
C -1.171 -4.234 -4.773 0.4 -1.3 0.3
N 2.322 -5.654 -2.703 -1.8 0.9 1.2
H 2.687 -4.015 -1.493 -0.2 0.0 0.0
H 1.461 -6.215 -2.607 0.5 0.5 -0.1
H 3.061 -6.284 -2.500 1.0 -0.3 -0.5
H 3.458 -6.408 -5.102 -0.6 0.0 -0.1
H 2.194 -5.519 -6.061 0.6 0.1 -0.2
H 1.643 -6.718 -5.019 0.3 -0.5 0.3
H 3.175 -4.332 -4.096 0.1 0.3 0.5
H 1.288 -3.456 -5.015 -1.1 -0.5 0.6
H 1.099 -3.325 -3.269 0.5 0.3 0.3
H -2.090 -4.714 -4.472 -0.3 -0.4 0.1
H -1.018 -4.453 -5.851 0.3 0.1 0.7
H -1.364 -3.195 -4.604 0.5 0.7 0.0
C -0.467 2.396 -1.411 -2.4 -1.0 0.3
C -0.539 1.237 -0.367 0.9 2.0 -0.1
C 0.839 0.529 -0.291 -2.3 -0.5 0.0
O 1.260 -0.013 -1.472 1.4 -0.3 -0.3
C 0.491 -0.982 -2.100 -1.9 0.0 0.5
N -0.607 1.938 0.958 1.3 -0.7 1.2
H 0.224 2.583 0.969 -0.3 0.0 0.5
H -1.497 2.464 1.078 -0.3 -0.2 -0.3
H -0.505 1.243 1.775 -0.3 0.9 -1.0
H -0.374 2.051 -2.424 -0.1 -0.4 -0.4
H 0.386 2.984 -1.256 1.4 0.9 0.6
H -1.375 3.038 -1.327 0.6 -0.5 -0.1
H -1.434 0.614 -0.386 0.3 -0.1 -0.6
H 0.694 -0.205 0.503 0.4 -0.6 0.3
H 1.561 1.262 -0.005 0.6 0.6 0.3
H -0.016 -1.711 -1.437 0.6 0.2 0.4
H 1.105 -1.534 -2.776 0.3 0.1 -0.6
H -0.380 -0.516 -2.596 0.4 -0.1 -0.4
C 4.747 -1.755 -0.516 0.5 -1.0 -1.0
C 4.152 -2.806 -1.453 -1.1 0.6 2.3
O 4.644 -3.197 -2.466 0.3 -0.2 -0.7
O 2.961 -3.240 -0.935 0.9 -0.4 -0.9
H 5.831 -1.751 -0.723 -0.3 -0.3 0.9
H 4.350 -1.813 0.503 0.6 -0.2 -0.3
H 4.456 -0.823 -0.914 -0.8 1.3 -0.5
C -3.928 -0.289 -3.150 3.3 0.1 -1.2
C -3.665 -1.664 -2.615 -1.9 -1.4 1.0
O -3.021 -2.545 -3.138 0.2 0.8 -0.2
O -4.330 -1.963 -1.472 0.3 1.0 -0.2
H -3.180 0.348 -2.636 -0.5 0.1 -0.1
H -4.879 0.142 -3.063 -1.4 0.2 0.5
H -3.589 -0.256 -4.208 -0.4 -0.1 0.6
C -0.243 1.053 -5.041 0.1 -0.5 -0.8
C 0.986 0.137 -4.821 -0.4 -0.3 -2.1
O 1.139 -0.947 -5.465 -0.9 0.6 0.7
O 1.872 0.679 -4.169 1.7 0.8 1.9
H -0.723 0.633 -5.908 -0.9 -0.2 -0.1
H 0.110 2.032 -5.393 0.1 -0.1 0.5
H -0.921 1.191 -4.190 0.2 -0.2 -0.3
C -4.098 4.457 -0.590 0.0 -2.0 -0.2
C -3.718 3.814 0.765 1.4 0.4 -0.7
O -3.078 2.720 0.701 -0.6 -0.4 0.0
O -3.892 4.461 1.807 -0.6 0.3 0.1
H -5.170 4.401 -0.661 -0.6 0.2 -0.2
H -3.683 3.869 -1.460 -0.3 0.8 1.0
H -3.810 5.479 -0.603 0.3 0.9 -0.1
C -2.270 -0.760 1.849 0.3 0.8 1.2
C -1.098 -1.097 2.824 -3.2 -3.3 -0.6
O -0.973 -2.310 3.170 0.4 0.9 -0.5
O -0.483 -0.135 3.221 2.2 2.7 0.9
H -2.533 0.310 1.934 0.5 -0.2 -0.5
H -3.192 -1.231 2.136 -0.2 -0.9 0.0
H -1.931 -1.041 0.874 -0.3 -0.1 -0.9
C 2.723 5.626 1.922 -0.4 0.1 1.0
C 1.912 4.364 2.060 -0.6 -0.1 0.9
O 1.768 3.701 1.010 -0.5 -0.7 0.0
O 1.401 4.101 3.207 0.2 0.8 -1.2
H 3.701 5.436 1.574 1.2 -0.6 -0.3
H 2.797 6.108 2.902 -0.2 0.4 -0.4
H 2.289 6.197 1.122 -0.4 0.7 0.0